A cluster of 10 separate species, C81H173N9O10 in total, computed with ωB97M-V/def2-TZVPD.

Properties
- calculated total energy (Eh) = -4434.51031
- HOMO-LUMO gap (eV) = 7.82
- lowest unoccupied orbital energy (eV) = 0.11
- SMILES string = CC1(C)CCCC(C)(C)N1O.CC1(C)CCCC(C)(C)N1O.CC1(C)CCCC(C)(C)N1O.CC1(C)CCCC(C)(C)N1O.CC1(C)CCCC(C)(C)N1O.CC1(C)CCCC(C)(C)N1O.CC1(C)CCCC(C)(C)N1O.CC1(C)CCCC(C)(C)N1O.CC1(C)CCCC(C)(C)N1O.O
- energy relative to the best compared isomer or geometry (same formula, charge and spin) (kcal/mol) = 155.3

Structure (XYZ):
```
273
Properties=species:S:1:pos:R:3:forces:R:3
C 7.3012 4.2617 7.2159 -1.01 0.81 0.87
C 7.6985 2.8468 7.5474 0.62 -1.52 -1.49
C 6.6071 1.8915 6.9047 0.85 0.60 1.44
C 9.0628 2.4788 6.8055 0.56 1.56 0.65
C 10.3870 2.9401 7.5264 -2.31 -1.53 -0.19
C 10.3149 2.3740 8.9398 1.39 0.66 -0.79
C 9.1259 2.7716 9.7645 -1.46 0.91 -1.83
C 9.1386 1.8571 10.9735 -1.37 0.66 1.11
C 9.2624 4.2541 10.0903 0.66 0.18 1.62
N 7.8417 2.5501 8.9636 1.84 -1.15 0.16
O 6.6592 2.6612 9.7283 0.36 0.24 -0.28
H 6.9849 4.4632 6.1924 0.86 -0.19 -0.33
H 6.3520 4.4662 7.7111 -0.09 -0.01 0.55
H 8.0036 4.9809 7.6370 0.10 0.14 -0.52
H 6.7417 0.8864 7.3043 0.34 -0.19 -0.34
H 5.6302 2.1846 7.2892 -0.18 0.26 -0.55
H 6.7265 1.9290 5.8219 -0.41 -0.08 0.08
H 9.1700 1.4153 6.5917 -0.31 -0.06 0.14
H 9.1030 3.0392 5.8714 -0.58 -0.30 -0.36
H 11.1897 2.4778 6.9519 0.28 0.29 0.19
H 10.4957 4.0242 7.5596 -0.01 -0.03 -0.18
H 11.1657 2.8959 9.3780 0.27 -0.70 0.84
H 10.4411 1.2932 9.0033 0.16 -0.01 -0.38
H 8.4282 1.0484 10.8017 0.45 -0.34 -0.09
H 8.7082 2.3926 11.8197 -0.07 0.06 0.20
H 10.1064 1.5031 11.3286 0.07 0.00 -0.53
H 8.5073 4.5771 10.8070 -0.29 0.08 -0.26
H 9.3806 4.9915 9.2963 -0.42 -0.47 -0.34
H 10.2007 4.3361 10.6390 0.19 0.16 0.30
H 6.4289 1.7307 9.7808 -0.50 -0.01 0.32
C 4.4195 -6.2815 -6.2638 1.57 -1.21 -1.28
C 4.1575 -4.8060 -6.3652 -1.73 0.87 0.96
C 2.5996 -4.6161 -6.7893 0.78 0.33 0.87
C 4.3781 -4.3302 -4.8671 -0.45 1.28 -0.67
C 4.4786 -2.8572 -4.7928 -1.50 1.79 -0.23
C 5.4719 -2.2697 -5.7019 0.15 0.11 0.47
C 5.3700 -2.6857 -7.1516 -0.35 0.19 -0.27
C 4.1706 -1.9263 -7.8159 0.40 0.58 -0.11
C 6.7990 -2.3899 -7.6621 -0.51 0.36 -2.25
N 5.1044 -4.1060 -7.2713 0.64 -1.56 3.49
O 4.9604 -4.5741 -8.5427 -0.22 0.02 -1.59
H 3.7046 -6.9431 -5.7745 -0.33 0.66 0.20
H 4.5771 -6.7193 -7.2495 -0.25 -0.04 -0.27
H 5.3833 -6.4299 -5.7768 0.06 -0.04 0.20
H 2.3367 -4.5702 -7.8461 0.69 -0.31 -0.15
H 2.0194 -5.4235 -6.3427 0.04 -0.05 -0.01
H 2.1879 -3.6911 -6.3856 0.13 0.13 0.20
H 3.4928 -4.5259 -4.2621 0.26 -1.08 0.07
H 5.3331 -4.5839 -4.4069 -0.15 -1.38 -0.23
H 3.5431 -2.3807 -5.0856 -0.55 -0.12 0.38
H 4.7856 -2.4047 -3.8498 -0.57 -0.64 0.65
H 6.4135 -2.5158 -5.2110 0.60 0.22 -0.69
H 5.2507 -1.2079 -5.5940 0.79 0.32 -0.49
H 4.4800 -0.9303 -8.1328 0.06 -0.03 -0.45
H 3.3147 -1.7212 -7.1729 0.31 -0.23 0.74
H 3.6828 -2.4865 -8.6136 0.66 0.05 -0.39
H 6.9565 -2.6742 -8.7025 -0.34 -0.57 -0.27
H 7.6192 -2.8758 -7.1335 -0.41 0.19 0.50
H 6.9431 -1.3187 -7.8031 0.14 0.23 0.84
H 5.7718 -5.0622 -8.7006 0.07 -0.10 -0.22
C -2.8934 -7.9123 -1.7167 -0.10 0.16 0.26
C -4.4157 -8.2581 -1.5890 0.44 1.03 0.70
C -5.1331 -6.9394 -1.0904 -0.67 -0.47 -0.20
C -4.9530 -8.6511 -2.9641 0.77 1.44 -1.60
C -6.1730 -9.5210 -3.0915 1.03 -1.02 0.93
C -6.0320 -10.7431 -2.1251 -0.62 2.53 -0.49
C -5.7328 -10.2758 -0.6534 -0.10 -0.67 -1.88
C -6.9476 -9.5202 -0.0739 0.60 -0.84 0.19
C -5.4045 -11.6507 -0.0307 -0.59 0.93 2.12
N -4.5638 -9.3741 -0.6527 0.26 -1.47 -1.03
O -4.0738 -9.1497 0.6346 0.26 0.03 -0.23
H -2.1880 -8.7431 -1.7380 -0.50 -0.50 0.41
H -2.6196 -7.3995 -2.6387 -0.61 0.46 -0.10
H -2.6383 -7.2628 -0.8793 0.26 -0.05 -0.03
H -6.2068 -7.0169 -1.2612 -0.11 -0.08 -0.13
H -5.0581 -6.7224 -0.0248 0.45 -0.22 0.12
H -4.8449 -6.0270 -1.6125 0.43 -0.20 -0.18
H -5.2147 -7.7400 -3.5020 -0.25 0.72 0.44
H -4.0958 -8.8280 -3.6137 0.13 -1.47 0.16
H -6.9951 -8.8438 -2.8601 -0.49 -0.57 0.18
H -6.3233 -9.9194 -4.0948 0.10 0.33 -0.15
H -5.2172 -11.3929 -2.4444 -0.14 0.02 -0.18
H -7.0081 -11.2151 -2.2370 0.18 -0.66 0.70
H -7.2082 -8.6900 -0.7304 -0.13 -0.21 0.16
H -6.6404 -9.1255 0.8946 -0.34 0.11 0.17
H -7.7970 -10.1875 0.0719 -0.10 0.11 0.02
H -4.5153 -12.1834 -0.3679 -0.16 0.39 -0.51
H -6.2992 -12.2710 -0.0831 0.08 -0.17 -0.40
H -5.2741 -11.5180 1.0433 0.24 -0.02 0.24
H -4.7161 -8.5994 1.0887 -0.29 0.38 0.29
C -2.8771 -0.1683 -0.1508 0.50 -0.91 0.88
C -1.2995 -0.0629 -0.1389 0.09 0.27 -1.50
C -0.6444 -1.3975 -0.7009 -1.03 0.64 1.17
C -0.8428 1.0509 -1.0752 -1.71 1.14 -2.33
C -0.9204 2.4996 -0.6252 0.36 -0.53 -0.20
C 0.0755 2.4180 0.4701 -0.36 1.45 1.35
C -0.4872 1.5639 1.6330 0.15 0.36 1.07
C 0.6737 1.6026 2.6673 -0.46 -1.21 0.62
C -1.7227 2.2665 2.2626 0.27 0.45 0.24
N -0.7661 0.1717 1.1926 1.29 1.21 -1.09
O -1.2623 -0.7180 2.1672 0.16 0.59 0.11
H -2.9996 -1.0049 0.5370 -0.64 -0.21 -0.10
H -3.4938 0.6238 0.2740 0.72 0.55 0.22
H -3.4027 -0.3941 -1.0787 0.72 -0.27 -0.35
H -1.0173 -2.1144 0.0306 0.24 -0.67 -0.40
H -0.9194 -1.6639 -1.7214 -0.41 0.12 0.12
H 0.4448 -1.3760 -0.6644 -0.05 0.32 0.23
H 0.1357 1.0050 -1.5533 0.31 -0.80 0.55
H -1.5020 1.0478 -1.9434 -0.26 -0.81 -0.24
H -0.6494 3.1624 -1.4470 0.39 -0.08 -0.07
H -1.8848 2.8956 -0.3070 -0.12 -0.48 0.20
H 0.2499 3.4136 0.8780 0.17 0.07 0.41
H 1.0506 2.0669 0.1324 -0.12 -0.28 -0.05
H 1.5656 1.0932 2.3026 0.14 0.38 -0.46
H 0.4568 1.0263 3.5667 -0.48 -0.09 0.18
H 0.8968 2.5989 3.0489 0.01 0.10 -0.46
H -2.0797 1.8156 3.1886 -0.07 -0.65 -0.30
H -2.5476 2.4316 1.5696 -0.01 -0.39 0.07
H -1.4589 3.2609 2.6226 0.36 0.25 -0.26
H -0.4145 -1.0207 2.5007 -0.16 -0.55 0.41
C 0.8343 8.1226 10.1591 -0.32 0.57 0.38
C 2.0126 7.6990 9.1940 -2.83 0.01 1.73
C 1.8099 6.1885 8.8847 1.45 -0.13 0.64
C 1.7425 8.5024 7.8979 1.47 0.58 0.47
C 2.2004 9.9955 8.0618 0.27 -1.74 -0.44
C 3.6720 9.9551 8.4492 -0.30 0.39 1.09
C 3.9010 9.3797 9.8558 -0.91 -0.92 0.50
C 5.4420 9.2326 10.0618 -0.14 0.09 0.33
C 3.2017 10.2658 10.9955 1.92 -0.97 -0.15
N 3.3060 8.0051 9.8297 -0.70 2.43 -3.98
O 3.7054 7.1770 10.8003 0.61 -1.37 1.49
H 0.7419 7.6854 11.1533 0.78 -0.46 0.02
H 0.8977 9.1931 10.3543 0.10 0.03 -0.03
H -0.1798 8.0005 9.7787 0.07 -0.30 -0.68
H 0.9716 5.9632 8.2254 -0.04 0.29 0.18
H 2.7125 5.7386 8.4712 0.21 0.34 -0.76
H 1.7767 5.5814 9.7894 -0.71 0.30 0.30
H 2.3602 7.9233 7.2116 0.13 0.65 -0.82
H 0.7128 8.4713 7.5415 -0.06 -0.38 0.42
H 2.0889 10.5337 7.1206 -0.20 0.06 0.05
H 1.5957 10.4578 8.8420 -0.01 0.18 -0.26
H 4.0677 10.9687 8.5127 0.29 0.05 -0.48
H 4.2108 9.3039 7.7609 0.21 0.36 -0.21
H 5.9472 8.4828 9.4529 -0.57 -0.08 -0.71
H 5.7763 8.9033 11.0456 -0.51 0.44 0.42
H 5.9290 10.1779 9.8221 -0.04 0.12 0.16
H 2.2911 10.7860 10.6983 0.20 -0.22 0.13
H 3.9297 10.9492 11.4325 0.01 0.58 -0.46
H 3.0820 9.5913 11.8434 -0.72 -0.15 -0.09
H 4.4280 6.7613 10.3242 0.34 -0.78 0.76
C -5.6736 -4.8587 -8.7512 -0.42 1.11 1.56
C -4.6177 -3.7021 -8.6825 0.02 -0.85 0.68
C -3.2373 -4.2472 -8.2028 -0.58 -0.78 -0.51
C -4.6031 -3.2298 -10.1385 0.81 0.28 0.44
C -3.8392 -1.9112 -10.2935 -1.26 -0.79 0.37
C -4.5179 -0.9309 -9.3627 0.71 0.37 0.39
C -4.4903 -1.2734 -7.8328 -0.27 -0.31 -0.36
C -3.0461 -1.2223 -7.2977 -0.47 0.94 0.73
C -5.3980 -0.2207 -7.0800 -0.56 -1.69 -0.46
N -5.0189 -2.6521 -7.6875 -1.31 1.80 -4.92
O -5.3342 -3.0344 -6.4577 0.47 -1.22 2.76
H -5.6029 -5.5950 -9.5518 0.83 -0.02 0.24
H -5.7211 -5.2795 -7.7468 -0.03 -0.68 -0.19
H -6.6571 -4.4201 -8.9199 -0.10 0.31 0.06
H -3.1286 -4.1268 -7.1250 -0.04 0.10 -0.06
H -3.2340 -5.3202 -8.3946 0.35 -0.13 -0.08
H -2.3826 -3.8059 -8.7153 -0.06 0.06 0.03
H -4.2143 -4.0636 -10.7230 0.55 0.04 -0.01
H -5.6216 -3.1725 -10.5223 -0.20 0.57 0.23
H -2.7887 -2.0151 -10.0219 0.10 0.01 -0.72
H -4.1179 -1.5239 -11.2735 1.16 -0.04 -0.37
H -5.4853 -0.8311 -9.8549 -0.61 0.27 0.98
H -3.9961 0.0167 -9.4963 -0.11 0.31 0.22
H -2.9644 -1.5187 -6.2520 -0.48 -0.67 0.06
H -2.8239 -0.1646 -7.1568 0.75 0.18 -0.79
H -2.3303 -1.8240 -7.8579 0.01 0.54 -0.11
H -5.4222 0.7934 -7.4788 0.86 0.01 0.16
H -5.2839 -0.2997 -5.9988 0.35 0.41 -0.05
H -6.4270 -0.5362 -7.2523 -0.20 -0.23 -0.07
H -6.2901 -3.0677 -6.3766 -0.25 0.08 -0.17
C 4.5995 7.1564 -9.6312 -1.69 0.36 -0.10
C 3.1848 6.4878 -9.3773 0.69 -0.15 0.76
C 2.6500 5.9547 -10.6835 0.04 0.45 -1.55
C 3.4945 5.2751 -8.4684 -1.51 -0.29 0.57
C 2.2289 4.6680 -7.8017 0.25 1.26 -0.27
C 1.3850 5.7215 -7.0791 0.18 -0.42 0.12
C 1.0717 7.0158 -7.8910 1.96 -0.34 0.35
C -0.0955 6.7572 -8.7799 -1.90 0.75 -1.36
C 0.7902 8.1688 -6.8780 0.87 -0.71 0.17
N 2.3276 7.4401 -8.6405 -0.16 -1.45 2.06
O 2.0036 8.5912 -9.3406 0.24 0.51 -1.16
H 5.3014 6.3731 -9.9175 0.11 0.28 -0.07
H 4.4720 7.9180 -10.4006 0.23 -0.25 -0.43
H 4.9318 7.7423 -8.7742 0.10 -0.53 0.38
H 3.0798 4.9706 -10.8705 -0.14 0.01 -0.18
H 1.5785 5.9238 -10.8810 -0.09 -0.14 0.73
H 3.0017 6.6152 -11.4761 0.09 -0.06 -0.26
H 3.8587 4.4236 -9.0433 0.71 0.46 -0.25
H 4.2325 5.6032 -7.7365 -0.07 -0.29 0.27
H 1.5358 4.2337 -8.5221 0.43 -0.23 -0.52
H 2.5298 3.8660 -7.1277 -0.11 0.04 0.12
H 1.8368 5.9241 -6.1080 0.04 0.39 -0.01
H 0.4593 5.1773 -6.8920 -0.38 0.47 0.34
H -0.2082 7.4888 -9.5799 0.33 0.56 0.15
H -1.0196 6.8808 -8.2153 -0.07 -0.20 0.21
H -0.2275 5.8512 -9.3714 0.72 -0.62 0.60
H 1.6153 8.1755 -6.1658 0.18 -0.21 0.07
H -0.0881 7.9420 -6.2737 -0.28 0.31 -0.31
H 0.8384 9.1786 -7.2856 -0.75 -0.24 -0.33
H 2.6178 9.2337 -8.9778 -0.02 0.28 -0.09
C -11.9724 2.1919 -0.0743 -1.03 -0.23 1.25
C -10.4937 2.4611 0.0827 2.40 -0.65 -1.65
C -9.7148 1.9140 -1.1907 -0.49 0.10 0.09
C -10.1974 3.9806 0.2081 -1.55 1.61 1.16
C -10.4472 4.5902 1.6511 0.71 -1.01 -1.50
C -9.5015 3.8117 2.5163 0.17 -0.45 1.13
C -9.6398 2.2796 2.5067 -0.70 -1.00 0.75
C -8.3150 1.6381 3.0114 -0.03 0.45 0.49
C -10.8503 1.9968 3.4628 0.71 -0.32 0.24
N -9.8830 1.7000 1.1883 0.54 2.32 -0.22
O -9.9950 0.3049 1.1571 -0.45 0.41 0.16
H -12.1621 1.1471 -0.3206 0.10 -0.01 0.00
H -12.3931 2.3650 0.9163 -0.22 -0.27 0.26
H -12.6282 2.8111 -0.6862 0.74 0.23 -0.62
H -8.7107 2.3050 -1.3544 -0.11 0.61 0.31
H -9.5234 0.8444 -1.1050 -0.54 -0.10 0.05
H -10.3021 2.0714 -2.0954 0.02 0.06 -0.10
H -9.2417 4.4272 -0.0662 0.46 -1.08 -0.24
H -10.9006 4.4937 -0.4479 -0.10 -0.18 -0.34
H -10.1291 5.6304 1.7223 -0.18 0.13 -0.42
H -11.4951 4.5558 1.9490 0.03 -0.29 0.11
H -9.6951 4.0973 3.5502 0.22 -0.06 0.27
H -8.4547 4.0704 2.3569 0.01 0.22 -0.52
H -8.4486 0.6152 3.3636 -0.01 -0.02 -0.19
H -7.8330 2.1893 3.8188 -0.54 0.17 0.49
H -7.5163 1.6957 2.2719 -0.33 -0.29 -0.57
H -11.6689 2.6924 3.2780 -0.05 -0.10 -0.21
H -10.5440 2.1555 4.4968 0.09 0.08 0.12
H -11.2106 0.9691 3.4150 0.01 0.01 -0.28
H -9.1106 0.0433 0.8906 0.13 -0.35 -0.03
C 4.8187 -4.7371 5.6599 -0.90 -1.09 -1.33
C 3.7748 -5.1927 4.5463 0.70 -0.55 0.83
C 3.1354 -3.9154 3.9676 1.11 0.99 -0.34
C 4.6252 -6.0865 3.5260 -1.69 0.96 -1.00
C 3.6838 -6.8328 2.5145 1.10 1.80 0.65
C 2.7348 -7.6631 3.3461 -0.57 -0.35 -0.19
C 1.9185 -6.9593 4.4671 -0.38 3.27 -2.35
C 0.8332 -6.0653 3.7673 -0.70 -1.29 -0.33
C 1.2387 -7.9546 5.3311 0.33 -1.40 0.65
N 2.7882 -6.0491 5.1886 2.04 -2.21 -0.13
O 2.2382 -5.5712 6.3605 -0.50 0.57 0.47
H 5.1444 -5.6759 6.1078 -0.24 0.15 0.65
H 5.7365 -4.3734 5.1979 -0.26 0.63 -0.08
H 4.3105 -4.0387 6.3249 0.53 -0.14 0.19
H 2.2631 -3.9277 3.3141 0.32 -0.61 -0.08
H 2.8978 -3.1725 4.7290 -0.29 -0.46 0.62
H 3.9490 -3.3742 3.4846 0.04 0.01 -0.66
H 5.3045 -5.3777 3.0525 -0.02 -0.01 -0.35
H 5.2640 -6.8696 3.9345 -0.23 0.22 0.88
H 3.1752 -6.1546 1.8293 -0.52 0.57 0.53
H 4.2852 -7.3178 1.7457 0.12 -1.02 0.53
H 3.2741 -8.4679 3.8456 0.05 -0.30 -0.26
H 2.0011 -8.0306 2.6287 -0.17 -0.69 0.30
H 1.1655 -5.6507 2.8156 0.09 0.02 0.13
H 0.3828 -5.2794 4.3737 0.40 -0.03 0.28
H 0.0261 -6.7635 3.5456 -0.35 0.15 -0.36
H 0.5944 -7.5441 6.1086 0.21 0.12 -0.06
H 2.0150 -8.5985 5.7443 0.11 0.08 0.68
H 0.6583 -8.6895 4.7732 -0.24 0.39 -0.42
H 2.5644 -6.2264 6.9818 -0.10 0.23 0.51
O -3.9721 -1.5677 5.7328 -0.23 0.02 0.03
H -3.3597 -1.5488 6.4681 0.12 0.01 0.21
H -3.4206 -1.7172 4.9649 0.12 -0.01 -0.27
```
Positions in Å, forces in eV/Å.